Record 1
Entry from the Open Molecules 2025 dataset: an isolated ion of composition C2H6Br2N and charge +1 at a distorted geometry (the ωB97M-V functional and the def2-TZVPD basis).

Last column: natural (NBO) charge in e.
Positions of all 11 atoms, in Å:
C (0.59, -0.55, -0.01)  -0.46
N (-0.50, 0.42, 0.35)  -0.57
C (-1.78, 0.07, -0.39)  -0.19
Br (-3.24, 1.30, 0.01)  0.19
Br (-2.25, -1.84, 0.03)  0.11
H (0.25, -1.54, -0.36)  0.27
H (1.41, -0.10, -0.58)  0.26
H (0.90, -0.74, 1.05)  0.24
H (-0.32, 1.46, 0.12)  0.47
H (-0.75, 0.45, 1.40)  0.46
H (-1.39, -0.05, -1.34)  0.22

Calculated values
E_tot ... -143738.1098 eV
SMILES string ... C[NH2+]C(Br)Br
ΔE to the lowest compared entry with this formula, charge and spin ... 15.64 kcal/mol
LUMO level ... -4.23 eV
Charge ... +1

---

Record 2
Entry from the Open Molecules 2025 dataset: C24H65F3NO16S2 as an isolated structure at a distorted geometry (the ωB97M-V functional and the def2-TZVPD basis).

Last column: Löwdin charge in e.
Positions of all 111 atoms, in Å:
O (2.16, 4.22, 1.81)  0.02
C (3.06, 3.79, 2.51)  -0.30
C (4.46, 3.73, 1.91)  -0.17
S (5.63, 2.77, 2.90)  0.52
O (6.87, 3.53, 2.87)  -0.35
O (5.08, 2.67, 4.23)  -0.32
N (5.93, 1.35, 2.15)  -0.30
S (4.76, 0.24, 2.26)  0.55
O (4.24, -0.01, 3.59)  -0.33
O (5.28, -0.97, 1.65)  -0.32
C (3.33, 0.67, 1.23)  -0.19
O (3.72, 0.86, -0.12)  0.04
C (2.71, 1.20, -0.93)  -0.71
F (1.98, 0.14, -1.33)  0.14
F (3.23, 1.76, -2.04)  0.16
F (1.85, 2.09, -0.41)  0.17
H (2.84, 3.46, 3.54)  0.09
H (4.85, 4.74, 1.83)  0.11
H (4.44, 3.32, 0.90)  0.10
H (2.87, 1.56, 1.68)  0.09
H (2.65, -0.17, 1.36)  0.13
C (-1.95, 0.29, -0.53)  -0.07
C (-1.58, -1.08, -1.06)  -0.31
O (-0.79, -0.97, -2.25)  -0.10
H (-2.51, 0.85, -1.28)  0.06
H (-2.56, 0.20, 0.38)  0.06
H (-1.06, 0.87, -0.29)  0.08
H (-2.47, -1.65, -1.32)  0.11
H (-1.01, -1.64, -0.31)  0.09
H (0.00, -0.47, -2.02)  0.05
C (7.30, 2.78, -3.48)  -0.10
C (7.39, 1.32, -3.07)  -0.33
O (6.41, 0.99, -2.10)  -0.07
H (7.42, 3.42, -2.61)  0.08
H (8.06, 3.03, -4.22)  0.07
H (6.31, 3.00, -3.91)  0.07
H (8.36, 1.11, -2.63)  0.11
H (7.26, 0.67, -3.95)  0.10
H (5.54, 1.16, -2.48)  0.06
C (1.62, 0.60, 6.42)  -0.09
C (1.20, 1.16, 5.07)  -0.31
O (2.27, 1.82, 4.42)  -0.13
H (1.99, 1.41, 7.06)  0.07
H (0.79, 0.10, 6.92)  0.07
H (2.44, -0.11, 6.29)  0.08
H (0.39, 1.89, 5.19)  0.10
H (0.83, 0.35, 4.42)  0.11
H (2.99, 1.17, 4.30)  0.03
C (-2.99, -4.24, 2.37)  -0.09
C (-1.69, -3.51, 2.64)  -0.31
O (-1.61, -2.29, 1.90)  -0.09
H (-3.08, -4.46, 1.30)  0.06
H (-3.03, -5.18, 2.92)  0.07
H (-3.84, -3.62, 2.65)  0.07
H (-0.83, -4.11, 2.34)  0.11
H (-1.59, -3.29, 3.71)  0.11
H (-2.35, -1.74, 2.17)  0.08
C (3.23, -3.50, -1.37)  -0.09
C (3.56, -4.08, 0.00)  -0.33
O (4.90, -3.83, 0.37)  -0.08
H (3.90, -3.93, -2.12)  0.07
H (2.20, -3.71, -1.65)  0.07
H (3.38, -2.42, -1.37)  0.06
H (3.43, -5.16, 0.00)  0.10
H (2.89, -3.65, 0.76)  0.11
H (5.02, -2.86, 0.39)  0.05
C (-0.20, 6.24, 4.33)  -0.09
C (0.83, 5.54, 5.19)  -0.31
O (2.14, 5.70, 4.67)  -0.07
H (-0.16, 5.85, 3.31)  0.07
H (-1.21, 6.10, 4.72)  0.07
H (0.00, 7.31, 4.27)  0.07
H (0.64, 4.47, 5.23)  0.10
H (0.80, 5.93, 6.22)  0.11
H (2.34, 6.64, 4.63)  0.08
C (-2.80, -0.14, -4.74)  -0.08
C (-4.16, 0.42, -4.38)  -0.32
O (-4.65, 1.30, -5.40)  -0.09
H (-2.08, 0.66, -4.90)  0.08
H (-2.42, -0.80, -3.96)  0.05
H (-2.86, -0.71, -5.67)  0.06
H (-4.10, 1.01, -3.46)  0.10
H (-4.88, -0.39, -4.23)  0.10
H (-4.71, 0.78, -6.21)  0.07
C (-4.47, 3.58, 0.44)  -0.09
C (-4.14, 3.09, 1.84)  -0.33
O (-2.80, 3.42, 2.19)  -0.08
H (-3.77, 3.14, -0.29)  0.07
H (-5.49, 3.31, 0.16)  0.07
H (-4.36, 4.66, 0.37)  0.07
H (-4.22, 2.00, 1.89)  0.10
H (-4.82, 3.52, 2.57)  0.11
H (-2.71, 4.38, 2.15)  0.08
C (-5.13, -3.58, -5.30)  -0.09
C (-5.51, -2.96, -6.63)  -0.32
O (-4.37, -2.46, -7.32)  -0.09
H (-4.61, -2.85, -4.67)  0.06
H (-6.00, -3.95, -4.76)  0.06
H (-4.44, -4.42, -5.45)  0.08
H (-6.18, -2.12, -6.47)  0.11
H (-6.03, -3.69, -7.26)  0.11
H (-3.77, -3.20, -7.47)  0.08
C (-4.61, -6.40, -1.37)  -0.09
C (-5.76, -5.65, -2.02)  -0.32
O (-6.02, -6.13, -3.34)  -0.10
H (-3.70, -6.31, -1.98)  0.08
H (-4.40, -6.02, -0.37)  0.06
H (-4.83, -7.47, -1.30)  0.07
H (-5.52, -4.60, -2.11)  0.11
H (-6.66, -5.75, -1.41)  0.11
H (-6.25, -7.07, -3.27)  0.08

Calculated values
E_tot ... -90013.7999 eV
LUMO level ... 1.72 eV
Charge ... -1

---

Record 3
Entry from the Open Molecules 2025 dataset: one molecule with the formula C3H3F3 at a distorted geometry (the ωB97M-V functional and the def2-TZVPD basis).

Last column: natural (NBO) charge in e.
Positions of all 9 atoms, in Å:
F (1.93, -0.81, -0.22)  -0.33
C (1.36, 0.39, -0.25)  0.17
C (0.06, 0.46, 0.08)  0.26
F (-0.50, 1.69, -0.27)  -0.35
C (-1.06, -0.50, 0.42)  -0.02
F (-1.66, -0.85, -0.77)  -0.34
H (1.95, 1.05, -0.95)  0.21
H (-1.81, -0.11, 1.15)  0.21
H (-0.27, -1.32, 0.81)  0.19

Calculated values
E_tot ... -11309.8826 eV
SMILES string ... F/C=C(/F)CF
ΔE to the lowest compared entry with this formula, charge and spin ... 38.64 kcal/mol
LUMO level ... 0.93 eV

---

Record 4
Entry from the Open Molecules 2025 dataset: C32H32BrClCoN5O2 as an isolated structure (the ωB97M-V functional and the def2-TZVPD basis).

Last column: Löwdin spin population.
Positions of all 74 atoms, in Å:
Co (1.74, -0.23, 2.46)  2.73
Br (-4.61, 2.49, 4.75)  0.16
C (-2.90, 2.14, 4.20)  0.23
C (-2.08, 3.21, 3.74)  0.00
C (-0.82, 2.94, 3.34)  0.11
C (-0.30, 1.59, 3.36)  0.12
O (0.88, 1.41, 2.98)  0.24
C (-1.16, 0.50, 3.84)  0.10
C (-0.75, -0.91, 3.94)  0.00
N (0.41, -1.32, 3.60)  0.10
C (0.87, -2.66, 3.72)  0.00
C (0.16, -3.72, 4.22)  0.01
C (0.73, -5.01, 4.28)  0.00
C (2.00, -5.23, 3.83)  0.01
C (2.77, -4.15, 3.32)  0.00
C (4.10, -4.31, 2.86)  0.01
C (4.80, -3.23, 2.42)  0.00
C (4.19, -1.98, 2.43)  0.02
N (2.94, -1.79, 2.83)  0.03
C (2.21, -2.87, 3.28)  0.01
C (-2.42, 0.81, 4.25)  0.04
H (-2.47, 4.21, 3.72)  0.00
H (-0.16, 3.73, 3.00)  0.00
H (-1.49, -1.60, 4.33)  0.00
H (-0.85, -3.58, 4.60)  0.00
H (0.14, -5.83, 4.68)  0.00
H (2.43, -6.22, 3.87)  0.00
H (4.55, -5.30, 2.88)  0.00
H (5.82, -3.32, 2.07)  0.00
H (4.74, -1.10, 2.13)  0.00
H (-3.07, 0.02, 4.63)  0.00
C (-2.39, 1.82, -0.81)  0.00
C (-2.96, 1.18, -2.08)  0.00
C (-3.29, 2.30, -3.08)  0.00
C (-4.28, 0.50, -1.68)  0.00
C (-2.00, 0.14, -2.77)  0.00
O (-2.73, -0.58, -3.77)  0.00
C (-0.74, 0.71, -3.46)  0.00
C (0.20, 1.70, -2.74)  0.00
C (1.48, 1.90, -3.52)  0.00
C (1.47, 2.52, -4.77)  0.00
C (2.63, 2.71, -5.50)  0.00
C (3.84, 2.27, -4.98)  0.00
Cl (5.30, 2.50, -5.88)  0.00
C (3.88, 1.66, -3.74)  0.00
C (2.71, 1.48, -3.03)  0.00
C (-1.62, -1.05, -1.86)  0.00
N (-0.40, -0.89, -1.04)  0.01
C (-0.30, -0.62, 0.24)  0.01
N (0.99, -0.61, 0.59)  0.05
C (1.64, -0.90, -0.59)  0.01
N (0.83, -1.09, -1.59)  0.00
H (-3.12, 2.53, -0.42)  0.00
H (-1.46, 2.35, -0.95)  0.00
H (-2.24, 1.07, -0.02)  0.00
H (-3.98, 3.01, -2.61)  0.00
H (-3.80, 1.92, -3.97)  0.00
H (-2.41, 2.86, -3.40)  0.00
H (-5.01, 1.27, -1.41)  0.00
H (-4.16, -0.15, -0.80)  0.00
H (-4.70, -0.09, -2.48)  0.00
H (-3.14, 0.03, -4.38)  0.00
H (-1.09, 1.17, -4.38)  0.00
H (-0.14, -0.15, -3.77)  0.00
H (0.46, 1.35, -1.74)  0.00
H (-0.29, 2.66, -2.63)  0.00
H (0.53, 2.88, -5.18)  0.00
H (2.61, 3.19, -6.46)  0.00
H (4.84, 1.33, -3.35)  0.00
H (2.75, 1.01, -2.05)  0.00
H (-1.43, -1.89, -2.52)  0.00
H (-2.44, -1.31, -1.20)  0.00
H (-1.13, -0.45, 0.90)  0.00
H (2.71, -0.97, -0.69)  0.00

Calculated values
2S+1 ... 5
E_tot ... -165427.3667 eV
ΔE to the lowest compared entry with this formula, charge and spin ... 2.34 kcal/mol
LUMO level (alpha / beta) ... -6.89 / -8.98 eV
Charge ... +2

---

Record 5
Entry from the Open Molecules 2025 dataset: a 5-piece molecular cluster, C8H17BF7N4O16PS overall at a distorted geometry (the ωB97M-V functional and the def2-TZVPD basis).

Last column: natural (NBO) charge in e.
Positions of all 55 atoms, in Å:
O (3.63, 2.28, 3.33)  -1.07
P (3.99, 2.79, 2.02)  2.56
O (4.42, 4.31, 2.05)  -0.97
O (5.07, 2.02, 1.21)  -0.82
C (6.09, 1.27, 1.94)  -0.42
B (6.38, -0.08, 1.15)  1.12
O (5.32, -0.75, 0.57)  -0.93
O (7.65, -0.56, 1.10)  -0.87
O (2.68, 2.93, 1.01)  -0.97
S (2.08, 1.84, 0.02)  2.31
O (3.07, 0.95, -0.49)  -0.89
O (1.28, 2.58, -0.90)  -0.89
C (0.80, 0.74, 0.92)  0.43
F (1.04, -0.50, 0.52)  -0.29
F (-0.36, 1.11, 0.38)  -0.30
C (0.62, 0.78, 2.47)  0.55
F (0.74, 2.02, 2.94)  -0.28
F (-0.66, 0.41, 2.69)  -0.29
C (1.51, -0.26, 3.26)  0.93
F (2.64, -0.51, 2.60)  -0.30
F (1.76, 0.19, 4.46)  -0.28
F (0.84, -1.39, 3.37)  -0.30
H (4.29, 4.75, 1.20)  0.52
H (5.75, 1.01, 2.94)  0.24
H (6.98, 1.89, 2.02)  0.21
H (5.04, -0.36, -0.27)  0.52
H (7.69, -1.26, 0.43)  0.50
C (-0.24, -1.73, -1.76)  -0.49
N (-0.99, -2.31, -2.91)  0.54
O (-0.42, -2.42, -3.97)  -0.37
O (-2.14, -2.63, -2.70)  -0.41
H (0.77, -1.49, -2.09)  0.23
H (-0.78, -0.84, -1.45)  0.24
H (-0.23, -2.47, -0.97)  0.25
C (-4.24, -3.16, 0.76)  -0.49
N (-2.95, -2.48, 0.52)  0.55
O (-1.92, -3.11, 0.66)  -0.39
O (-2.99, -1.31, 0.19)  -0.39
H (-4.06, -4.19, 1.03)  0.23
H (-4.76, -2.62, 1.55)  0.23
H (-4.79, -3.08, -0.18)  0.27
C (-5.00, -1.46, -3.27)  -0.49
N (-6.34, -1.96, -2.84)  0.54
O (-7.31, -1.69, -3.51)  -0.36
O (-6.37, -2.63, -1.82)  -0.42
H (-5.14, -0.88, -4.18)  0.23
H (-4.61, -0.84, -2.46)  0.26
H (-4.37, -2.32, -3.43)  0.25
C (-2.58, 2.66, -1.03)  -0.48
N (-3.67, 2.26, -1.96)  0.54
O (-3.75, 1.09, -2.28)  -0.40
O (-4.42, 3.14, -2.35)  -0.37
H (-2.01, 1.78, -0.79)  0.23
H (-1.97, 3.40, -1.55)  0.24
H (-3.04, 3.10, -0.15)  0.24

Calculated values
E_tot ... -87108.5382 eV
SMILES string ... O=[P@@](O)(OCB(O)O)OS(=O)(=O)C(F)(F)C(F)(F)C(F)(F)F.C[N+](=O)[O-].C[N+](=O)[O-].C[N+](=O)[O-].C[N+](=O)[O-]
LUMO level ... -0.15 eV

---

Record 6
Entry from the Open Molecules 2025 dataset: one molecule with the formula C3H6FNO at a distorted geometry (the ωB97M-V functional and the def2-TZVPD basis).

Last column: natural (NBO) charge in e.
Positions of all 12 atoms, in Å:
O (-2.80, -0.78, -0.25)  -0.60
C (-1.74, -0.47, 0.27)  0.54
N (-0.91, 0.51, -0.21)  -0.63
C (0.44, 0.70, 0.29)  -0.26
C (1.43, -0.28, -0.33)  0.04
F (1.03, -1.57, 0.02)  -0.37
H (-1.35, -0.95, 1.20)  0.11
H (-1.19, 0.88, -1.11)  0.40
H (0.76, 1.75, 0.09)  0.22
H (0.45, 0.53, 1.40)  0.21
H (2.42, -0.10, 0.03)  0.17
H (1.46, -0.20, -1.40)  0.16

Calculated values
E_tot ... -9463.3269 eV
SMILES string ... O=CNCCF
ΔE to the lowest compared entry with this formula, charge and spin ... 10.80 kcal/mol
LUMO level ... 0.83 eV